This record from the Open Molecules 2025 dataset describes 2 unconnected molecules or ions with the total composition C7H16FN2O5S2 in a non-equilibrium geometry. The level of theory is ωB97M-V with the def2-TZVPD basis set.

Geometry (Å):
N 2.28568 -2.83656 -0.72887
C 2.19539 -1.69733 -1.49295
C 1.36825 -0.32778 -1.06367
S 0.41540 0.46113 -2.48538
O -0.52494 1.63211 -2.01350
O 1.50634 1.16200 -3.38485
N -0.41904 -0.67307 -3.51543
S -1.45414 -1.75761 -2.62380
O -0.78691 -3.11693 -2.23859
O -2.63341 -2.14231 -3.59802
C -2.21106 -1.04536 -1.06782
C -3.71661 -0.40624 -1.25856
F -3.81112 0.99152 -0.73358
H 2.87790 -3.53624 -1.25783
H 2.75425 -1.68041 -2.52384
H 2.21617 0.45765 -0.76518
H 0.71844 -0.46904 -0.08006
H -2.34469 -1.96271 -0.31301
H -1.55252 -0.26242 -0.49784
H -4.09677 -0.36992 -2.36420
H -4.52205 -1.02866 -0.63753
C 0.42492 1.90982 4.01983
C 0.79186 1.01924 2.84349
C 2.07830 1.48179 2.17818
O -0.26648 1.03751 1.88914
H 0.26070 2.94285 3.69301
H -0.50938 1.57242 4.48116
H 1.21271 1.90481 4.77958
H 0.90607 -0.01494 3.18642
H 1.97270 2.49959 1.78606
H 2.32338 0.83911 1.32584
H 2.91566 1.46398 2.88271
H -0.37503 1.95199 1.57910

## Properties
Lowest unoccupied orbital energy in eV: 2.78
Total charge: -1
HOMO-LUMO gap in eV: 8.553
E in Ha: -1658.12095
Highest occupied orbital energy in eV: -5.77

***

This record from the Open Molecules 2025 dataset describes a molecular structure, C7H16N in a non-equilibrium geometry. The level of theory is ωB97M-V with the def2-TZVPD basis set.

Geometry (Å):
C -0.66266 1.41359 -1.31478
C -1.68565 0.36500 -0.83779
C -1.06417 -0.83783 -0.31984
C 0.18431 -1.28885 -0.86157
C 3.40026 0.02333 0.73131
C 2.02236 -0.48656 0.72733
C 1.45424 -0.92246 -0.42912
N -3.11450 0.44285 1.24691
H 0.21599 1.34013 -0.66940
H -1.10066 2.40379 -1.36384
H -0.22245 1.12239 -2.27484
H -2.36137 0.07592 -1.64168
H -0.76839 -0.40562 0.90766
H -1.71022 -1.67703 -0.05796
H 0.20038 -2.07267 -1.61462
H -0.66538 -0.27930 1.73308
H 3.55032 1.05822 0.39877
H 3.95892 -0.11593 1.65538
H 3.84341 -0.48339 -0.12729
H 1.49514 -0.52692 1.67300
H 2.18079 -1.15500 -1.21572
H -2.31587 0.74647 0.18459
H -2.75043 0.51238 2.19107
H -4.08439 0.74749 1.27935

## Properties
Lowest unoccupied orbital energy in eV: -6.69
Total charge: +1
HOMO-LUMO gap in eV: 5.382
E in Ha: -330.49012
Highest occupied orbital energy in eV: -12.07

***

This record from the Open Molecules 2025 dataset describes a gas-phase ion, C7H16N (charge +1) in a non-equilibrium geometry. The level of theory is ωB97M-V with the def2-TZVPD basis set.

Geometry (Å):
C -0.40793 -0.22945 -1.57022
C -0.15646 -0.20122 0.74027
C -1.69429 0.27951 -2.07567
C 0.92226 0.22021 -2.07612
C -1.21804 0.61220 1.25680
C 1.30211 -0.20393 2.75576
C 1.21968 -0.21732 1.21473
N -0.52112 -1.13612 -0.39798
H -2.56755 -0.54923 -1.90070
H -1.48250 0.55946 -3.21407
H -1.99742 1.21743 -1.67289
H 0.89044 1.30194 -2.34562
H 1.23517 -0.44068 -3.01209
H 1.71090 0.19326 -1.45029
H -1.43727 0.43648 2.31859
H -2.20673 0.58837 0.68638
H -1.01623 1.70855 1.37089
H 0.73903 0.70496 3.06261
H 2.28264 -0.28307 3.11891
H 0.85120 -0.96690 3.26132
H 1.76763 -1.11328 1.00334
H 1.76663 0.75596 0.95905
H -1.44240 -1.44130 -0.09597
H 0.16885 -1.84663 -0.24939

## Properties
Lowest unoccupied orbital energy (spin up / spin down) in eV: -3.98 / -3.89
Total charge: +1
HOMO-LUMO gap (spin up / spin down) in eV: 8.229 / 8.331
E in Ha: -330.65734
Highest occupied orbital energy (spin up / spin down) in eV: -12.21 / -12.22

***

This record from the Open Molecules 2025 dataset describes a gas-phase ion, C7H16N (charge +1) in a non-equilibrium geometry. The level of theory is ωB97M-V with the def2-TZVPD basis set.

Geometry (Å):
C 0.20776 1.04276 3.45232
C 0.45547 0.27000 2.19008
C -0.36069 0.11954 1.14967
C -1.50373 0.98444 1.01781
C 0.02800 -0.75950 -0.06202
C 0.18613 0.22827 -1.28432
C 0.89428 -0.21516 -2.57356
N 0.20557 -1.46952 -3.14496
H 0.83069 0.69444 4.22431
H 0.45827 2.13059 3.48708
H -0.89150 1.05749 3.64356
H 1.24980 -0.34172 2.22236
H -2.34084 0.37236 0.70323
H -1.34545 1.84296 0.29792
H -1.87602 1.47043 1.88795
H 0.89593 -1.46423 0.18171
H -0.80482 -1.50416 -0.32358
H -0.81766 0.37213 -1.52601
H 0.63674 1.12057 -0.72944
H 1.00595 0.61809 -3.28653
H 1.94136 -0.55309 -2.34206
H -0.76646 -1.16735 -3.45151
H 0.03513 -2.35267 -2.46079
H 0.90664 -2.03123 -3.85344

## Properties
Structure (SMILES): C/C=C(\C)CCC[NH3+]
Lowest unoccupied orbital energy in eV: -4.11
Total charge: +1
HOMO-LUMO gap in eV: 7.769
E in Ha: -330.73603
Highest occupied orbital energy in eV: -11.88

***

Which value of E does entry 1 give? -1658.12095 Ha

***

What did the second record say?
This record from the Open Molecules 2025 dataset describes a molecular structure, C7H16N in a non-equilibrium geometry. The level of theory is ωB97M-V with the def2-TZVPD basis set.

Geometry (Å):
C -0.66266 1.41359 -1.31478
C -1.68565 0.36500 -0.83779
C -1.06417 -0.83783 -0.31984
C 0.18431 -1.28885 -0.86157
C 3.40026 0.02333 0.73131
C 2.02236 -0.48656 0.72733
C 1.45424 -0.92246 -0.42912
N -3.11450 0.44285 1.24691
H 0.21599 1.34013 -0.66940
H -1.10066 2.40379 -1.36384
H -0.22245 1.12239 -2.27484
H -2.36137 0.07592 -1.64168
H -0.76839 -0.40562 0.90766
H -1.71022 -1.67703 -0.05796
H 0.20038 -2.07267 -1.61462
H -0.66538 -0.27930 1.73308
H 3.55032 1.05822 0.39877
H 3.95892 -0.11593 1.65538
H 3.84341 -0.48339 -0.12729
H 1.49514 -0.52692 1.67300
H 2.18079 -1.15500 -1.21572
H -2.31587 0.74647 0.18459
H -2.75043 0.51238 2.19107
H -4.08439 0.74749 1.27935

## Properties
Lowest unoccupied orbital energy in eV: -6.69
Total charge: +1
HOMO-LUMO gap in eV: 5.382
E in Ha: -330.49012
Highest occupied orbital energy in eV: -12.07